Record 1
Molecular formula: H24O12
Method: DFT, wB97M-V/def2-TZVPD

Positions of all 36 atoms, in Å:
O: -0.79 3.56 -1.01
H: -0.76 3.05 -0.19
H: -1.42 3.03 -1.52
O: -0.73 -1.87 0.88
H: -0.90 -1.32 0.11
H: -0.15 -2.60 0.58
O: 1.31 0.51 2.56
H: 1.58 0.56 3.50
H: 1.07 1.42 2.34
O: -0.55 -0.60 4.24
H: -0.74 -1.51 3.82
H: 0.02 -0.22 3.59
O: -3.12 0.33 -0.61
H: -3.11 -0.58 -0.89
H: -2.26 0.54 -0.29
O: 1.86 -1.13 -0.40
H: 2.44 -1.79 -0.78
H: 1.78 -1.38 0.54
O: 2.05 -2.17 2.46
H: 1.75 -1.25 2.55
H: 1.28 -2.57 2.79
O: 2.66 1.32 -1.23
H: 2.61 0.44 -0.88
H: 2.79 1.86 -0.42
O: -0.30 0.69 -2.74
H: 0.33 1.29 -3.05
H: 0.13 -0.20 -2.81
O: -0.35 0.68 0.01
H: 0.18 0.55 -0.77
H: 0.11 0.37 0.79
O: -2.37 2.31 -2.65
H: -1.59 1.76 -2.81
H: -2.78 1.71 -2.00
O: -0.77 -1.94 -1.97
H: -0.03 -2.42 -2.37
H: -1.24 -2.45 -1.35

The HOMO energy comes out at -9.96 eV. The calculation puts the gap between HOMO and LUMO at 0.346 Ha. The value obtained for the energy is -917.24392 Eh. The SMILES is O.O.O.O.O.O.O.O.O.O.O.O. Its energy above the lowest of the compared OMol25 structures with the same formula, charge and spin is 51.11 kcal per mole. As for the molecular weight: 216.18 g/mol.

=====

Record 2
Molecular formula: H24O12
Method: DFT, wB97M-V/def2-TZVPD

Positions of all 36 atoms, in Å:
O: 23.46 25.83 7.35
H: 23.10 24.95 7.42
H: 22.92 26.35 7.94
O: 26.55 25.67 6.61
H: 26.63 24.74 6.38
H: 25.62 25.81 6.75
O: 24.40 23.04 7.68
H: 24.54 23.22 6.75
H: 23.56 22.58 7.72
O: 29.18 26.37 8.67
H: 28.75 26.11 7.86
H: 29.56 25.56 9.01
O: 23.72 28.80 7.21
H: 24.25 28.20 7.73
H: 22.95 28.97 7.75
O: 25.35 22.87 5.12
H: 25.18 21.95 4.90
H: 26.12 23.10 4.60
O: 25.31 27.52 9.23
H: 25.22 26.62 9.54
H: 25.88 27.93 9.87
O: 27.88 23.05 4.39
H: 28.60 22.51 4.07
H: 28.30 23.82 4.76
O: 29.04 26.28 5.20
H: 29.66 26.67 5.81
H: 28.19 26.34 5.65
O: 27.08 28.38 6.19
H: 26.82 27.53 6.54
H: 27.63 28.76 6.87
O: 26.99 22.04 7.79
H: 26.23 22.58 7.55
H: 26.78 21.71 8.66
O: 29.20 23.66 8.43
H: 28.39 23.25 8.15
H: 29.35 23.33 9.31

The HOMO energy (spin up / spin down) comes out at -14.42 / -13.86 eV. As for the spin multiplicity: 2. The calculation puts the gap between HOMO and LUMO (spin up / spin down) at 0.422 / 0.117 Ha. The value obtained for the energy is -916.88167 Eh. Its charge is +1. Its energy above the lowest of the compared OMol25 structures with the same formula, charge and spin is 30.91 kcal per mole. As for the molecular weight: 216.18 g/mol.

=====

Record 3
Molecular formula: H24O16PbS
Method: DFT, wB97M-V/def2-TZVPD

Positions of all 42 atoms, in Å:
Pb: 8.44 4.60 7.56
S: 7.13 6.78 6.09
O: 7.67 5.50 5.56
O: 5.79 7.03 5.55
O: 7.19 6.67 7.58
O: 8.05 7.85 5.77
O: 4.74 3.62 9.46
H: 4.17 4.30 9.04
H: 5.43 4.11 9.88
O: 9.22 8.36 8.57
H: 8.95 8.64 7.69
H: 9.60 9.10 8.99
O: 4.13 8.58 8.21
H: 3.40 8.20 8.67
H: 4.48 7.90 7.66
O: 7.32 7.54 10.45
H: 6.54 8.00 10.78
H: 7.43 7.77 9.47
O: 4.15 5.01 6.91
H: 4.83 5.37 6.26
H: 3.47 4.66 6.34
O: 10.38 6.17 7.40
H: 10.82 6.29 6.58
H: 9.99 6.99 7.72
O: 9.68 9.40 3.75
H: 8.95 9.25 4.28
H: 9.77 10.39 3.87
O: 7.59 5.03 10.09
H: 8.07 4.61 10.84
H: 7.44 5.96 10.36
O: 10.44 6.37 4.73
H: 10.72 6.75 3.87
H: 9.55 6.70 4.67
O: 6.21 3.10 7.37
H: 5.55 3.26 8.06
H: 5.73 3.31 6.56
O: 9.89 3.77 5.17
H: 10.08 4.69 4.87
H: 9.28 3.51 4.52
O: 11.16 9.62 6.51
H: 11.86 8.96 6.74
H: 10.82 9.29 5.67

The HOMO energy comes out at -9.73 eV. The calculation puts the gap between HOMO and LUMO at 0.364 Ha. The value obtained for the energy is -1809.39431 Eh. Its energy above the lowest of the compared OMol25 structures with the same formula, charge and spin is 0.00 kcal per mole. As for the molecular weight: 519.44 g/mol.

=====

Record 4
Molecular formula: H24O16PbS
Method: DFT, wB97M-V/def2-TZVPD

Positions of all 42 atoms, in Å:
Pb: -0.35 -3.11 1.81
S: -0.16 -0.54 -0.06
O: -0.32 -1.91 -0.56
O: -1.36 0.26 -0.25
O: 0.06 -0.84 1.32
O: 1.02 0.09 -0.61
O: -0.86 2.68 0.71
H: -0.92 3.26 -0.05
H: -1.22 1.85 0.40
O: 1.71 2.96 0.87
H: 0.79 3.03 1.14
H: 1.66 2.52 0.01
O: -3.00 1.71 -1.92
H: -3.69 1.88 -1.28
H: -2.40 1.12 -1.47
O: 1.13 1.20 2.77
H: 0.86 0.50 2.19
H: 1.53 1.85 2.19
O: -2.78 -1.80 -2.06
H: -2.09 -2.40 -2.33
H: -2.39 -1.31 -1.33
O: 3.51 -0.30 0.56
H: 4.21 -0.41 -0.08
H: 2.79 0.08 0.06
O: 0.44 2.43 -2.19
H: -0.46 2.55 -2.48
H: 0.42 1.65 -1.65
O: -2.96 0.37 1.82
H: -3.60 0.99 1.49
H: -2.40 0.17 1.06
O: 1.06 -2.92 -2.47
H: 0.64 -2.53 -1.70
H: 0.35 -3.39 -2.91
O: -1.65 -1.27 3.65
H: -2.12 -1.49 4.46
H: -2.18 -0.58 3.24
O: 2.05 -2.60 1.14
H: 2.69 -3.08 0.62
H: 2.33 -1.69 1.11
O: 2.66 -0.09 -2.70
H: 2.09 0.12 -1.96
H: 2.88 -1.01 -2.58

The HOMO energy comes out at -9.82 eV. The calculation puts the gap between HOMO and LUMO at 0.254 Ha. The value obtained for the energy is -1809.29295 Eh. Its energy above the lowest of the compared OMol25 structures with the same formula, charge and spin is 63.60 kcal per mole. As for the molecular weight: 519.44 g/mol.

=====

Record 5
Molecular formula: H24O28S4Zn3
Method: DFT, wB97M-V/def2-TZVPD

Positions of all 59 atoms, in Å:
Zn: 1.94 2.04 -1.60
Zn: -2.18 -0.49 -2.10
Zn: 2.54 -0.99 2.07
S: 0.02 1.74 -3.35
O: -1.16 0.88 -3.13
O: 0.03 2.37 -4.64
O: 0.20 2.83 -2.32
O: 1.28 0.99 -3.15
S: 4.11 -0.09 -0.51
O: 3.70 1.10 -1.30
O: 3.48 -1.29 -1.01
O: 5.58 -0.16 -0.53
O: 3.65 0.10 0.91
S: 0.02 0.08 0.33
O: -0.80 0.71 1.40
O: -0.82 -0.58 -0.66
O: 0.90 1.02 -0.32
O: 0.89 -0.93 0.96
S: -1.84 -2.57 -4.56
O: -2.83 -1.82 -5.36
O: -1.87 -2.00 -3.16
O: -2.25 -3.97 -4.42
O: -0.47 -2.46 -5.06
O: -0.44 2.50 3.43
H: 0.10 3.24 3.12
H: -0.45 1.86 2.68
O: 1.96 0.82 3.01
H: 1.41 1.60 2.99
H: 1.97 0.55 3.94
O: 2.36 3.46 -0.24
H: 2.63 3.42 0.68
H: 2.63 4.33 -0.55
O: -2.00 -3.12 1.12
H: -1.33 -2.46 1.35
H: -1.82 -3.34 0.20
O: -3.50 -1.47 -0.82
H: -3.71 -1.13 0.05
H: -4.07 -2.24 -0.95
O: -3.15 2.38 1.43
H: -2.90 3.20 1.88
H: -2.46 1.74 1.68
O: -2.89 1.36 -1.11
H: -2.80 1.99 -1.84
H: -2.99 1.90 -0.31
O: 1.39 -1.90 3.61
H: 1.90 -2.24 4.36
H: 0.55 -2.40 3.62
O: 2.76 -3.03 1.34
H: 2.24 -3.39 0.57
H: 3.50 -3.64 1.44
O: 1.42 -3.19 -1.07
H: 1.22 -2.31 -0.72
H: 0.64 -3.43 -1.59
O: -0.93 4.02 -0.23
H: -0.63 3.54 -1.06
H: -1.24 3.31 0.34
O: -1.64 -0.99 3.35
H: -1.26 -0.40 2.65
H: -2.58 -1.05 3.14

The HOMO energy comes out at -1.32 eV. The calculation puts the gap between HOMO and LUMO at 0.129 Ha. The value obtained for the energy is -9052.22156 Eh. Its charge is -2. As for the molecular weight: 796.60 g/mol.

=====

Record 6
Molecular formula: H25O12
Method: DFT, wB97M-V/def2-TZVPD

Positions of all 37 atoms, in Å:
O: -3.29 -1.61 2.49
H: -3.09 -2.53 2.21
H: -4.17 -1.42 2.83
O: 2.22 3.49 1.21
H: 3.12 3.62 0.87
H: 1.65 3.56 0.42
O: 1.59 -1.96 -3.02
H: -1.87 -2.17 -2.93
O: 2.51 0.92 -1.42
H: 1.91 1.60 -1.18
H: 3.39 1.04 -1.73
O: 1.18 -0.36 0.46
H: 1.63 0.28 -0.19
H: 1.27 0.11 1.35
O: -1.56 2.56 -0.04
H: -2.20 2.44 -0.72
H: -1.69 1.74 0.46
O: -1.11 -0.91 -0.36
H: -1.45 -1.35 0.49
H: 0.15 -0.46 0.17
O: 1.56 1.05 2.65
H: 1.06 0.78 3.44
H: 1.59 2.01 2.67
O: -1.90 -2.79 -2.22
H: -1.04 -1.71 -0.88
H: -1.41 -3.57 -2.45
O: 0.90 2.92 -1.00
H: 0.01 2.49 -0.81
H: 0.58 3.41 -1.86
O: 0.40 -4.09 -0.70
H: 0.91 -3.70 -1.41
H: 1.07 -4.52 -0.13
O: -2.37 1.01 2.15
H: -2.46 0.03 2.30
H: -3.28 1.23 1.97
H: 1.31 -1.01 -2.99
H: 2.36 -1.99 -3.61

The HOMO energy (spin up / spin down) comes out at -2.51 / -11.25 eV. As for the spin multiplicity: 2. The calculation puts the gap between HOMO and LUMO (spin up / spin down) at 0.101 / 0.418 Ha. The value obtained for the energy is -917.74017 Eh. Its energy above the lowest of the compared OMol25 structures with the same formula, charge and spin is 0.00 kcal per mole. As for the molecular weight: 217.19 g/mol.

=====

Please write out number 4 again, unchanged.
Molecular formula: H24O16PbS
Method: DFT, wB97M-V/def2-TZVPD

Positions of all 42 atoms, in Å:
Pb: -0.35 -3.11 1.81
S: -0.16 -0.54 -0.06
O: -0.32 -1.91 -0.56
O: -1.36 0.26 -0.25
O: 0.06 -0.84 1.32
O: 1.02 0.09 -0.61
O: -0.86 2.68 0.71
H: -0.92 3.26 -0.05
H: -1.22 1.85 0.40
O: 1.71 2.96 0.87
H: 0.79 3.03 1.14
H: 1.66 2.52 0.01
O: -3.00 1.71 -1.92
H: -3.69 1.88 -1.28
H: -2.40 1.12 -1.47
O: 1.13 1.20 2.77
H: 0.86 0.50 2.19
H: 1.53 1.85 2.19
O: -2.78 -1.80 -2.06
H: -2.09 -2.40 -2.33
H: -2.39 -1.31 -1.33
O: 3.51 -0.30 0.56
H: 4.21 -0.41 -0.08
H: 2.79 0.08 0.06
O: 0.44 2.43 -2.19
H: -0.46 2.55 -2.48
H: 0.42 1.65 -1.65
O: -2.96 0.37 1.82
H: -3.60 0.99 1.49
H: -2.40 0.17 1.06
O: 1.06 -2.92 -2.47
H: 0.64 -2.53 -1.70
H: 0.35 -3.39 -2.91
O: -1.65 -1.27 3.65
H: -2.12 -1.49 4.46
H: -2.18 -0.58 3.24
O: 2.05 -2.60 1.14
H: 2.69 -3.08 0.62
H: 2.33 -1.69 1.11
O: 2.66 -0.09 -2.70
H: 2.09 0.12 -1.96
H: 2.88 -1.01 -2.58

The HOMO energy comes out at -9.82 eV. The calculation puts the gap between HOMO and LUMO at 0.254 Ha. The value obtained for the energy is -1809.29295 Eh. Its energy above the lowest of the compared OMol25 structures with the same formula, charge and spin is 63.60 kcal per mole. As for the molecular weight: 519.44 g/mol.

=====

What is the molecular weight in the sixth record? 217.19 g/mol

=====

Which of these has the lowest energy? H24O28S4Zn3